(1)
Entry from the Open Molecules 2025 dataset: a molecular structure, C27H30BrMgN8O2S at a distorted geometry (ωB97M-V/def2-TZVPD).

Element x y z (Å)
Mg: 12.6584 -0.5444 15.9471
O: 10.6298 -0.1844 19.8481
C: 9.9894 0.9698 19.7030
C: 8.9401 1.3191 20.6135
C: 8.2107 2.4576 20.3672
C: 8.6837 3.3642 19.3980
C: 9.7799 3.0847 18.5587
C: 10.4097 1.8387 18.6501
C: 11.4556 1.2591 17.6245
O: 12.1021 0.0498 17.9618
N: 12.3871 2.2754 17.2774
N: 13.4855 1.7355 16.6688
C: 14.5403 2.5205 16.7938
C: 15.7971 2.0151 17.2361
Br: 15.9960 0.1339 17.5827
C: 16.9887 2.6802 17.5192
C: 17.1973 4.0988 17.2675
C: 18.1340 4.7280 18.0894
C: 18.3276 6.1062 17.9973
C: 17.5678 6.8646 17.0582
C: 16.6769 6.2138 16.1961
C: 16.5410 4.8328 16.2343
H: 11.3228 -0.2128 19.0237
H: 8.7168 0.6420 21.4467
H: 7.2940 2.6986 20.8931
H: 8.1881 4.3538 19.3351
H: 10.0718 3.8350 17.8485
H: 10.9232 1.1337 16.6132
H: 12.5678 2.8640 18.0841
H: 14.4655 3.6093 16.6551
H: 17.7831 2.1185 17.9849
H: 18.6239 4.0590 18.7790
H: 19.0081 6.5958 18.6588
H: 17.7063 7.9502 17.0180
H: 16.1399 6.8120 15.4537
H: 15.9813 4.2989 15.4788
C: 7.3639 -2.7803 15.7753
N: 8.4412 -1.9076 16.2622
C: 8.0692 -0.9887 17.3355
C: 9.7004 -1.8981 15.7784
N: 10.7108 -1.4158 16.4618
N: 9.9291 -2.4330 14.5138
C: 11.1245 -2.3937 13.8678
N: 11.2385 -3.2062 12.8075
N: 12.0745 -1.5657 14.2551
H: 7.1638 -2.6314 14.7144
H: 6.4481 -2.5273 16.3483
H: 7.5976 -3.8456 15.8878
H: 6.9751 -0.9846 17.3620
H: 8.3890 0.0428 17.1542
H: 8.4574 -1.3571 18.3000
H: 10.4113 -1.1321 17.3985
H: 9.2343 -3.1266 14.1976
H: 10.4763 -3.7219 12.4048
H: 12.0695 -3.2145 12.2342
H: 12.7572 -1.4788 13.4949
S: 16.6185 -1.6569 13.4545
C: 15.3192 -1.6123 14.6071
N: 14.5662 -0.5165 14.5863
C: 15.0892 0.4300 13.7129
C: 14.5562 1.6803 13.4428
C: 15.2580 2.5305 12.6152
C: 16.4799 2.0993 12.0102
C: 16.9738 0.8068 12.1649
C: 16.2877 -0.0573 13.0263
H: 15.1026 -2.4881 15.2164
H: 13.6410 1.9941 13.9447
H: 14.8555 3.5342 12.3995
H: 17.0601 2.7762 11.3876
H: 17.8300 0.4624 11.5721

Summary:
- multiplicity = 1
- E_tot (eV) = -130819.1902
- total charge = +1
- Kohn-Sham gap (alpha / beta) (eV) = 6.39 / 6.52
- LUMO (alpha / beta) (eV) = -3.0 / -2.9
- HOMO energy (alpha / beta) (eV) = -9.4 / -9.4

***

(2)
Entry from the Open Molecules 2025 dataset: a molecular structure, C27H30BrN5O4SiW (ωB97M-V/def2-TZVPD).

Element x y z (Å)
W: 0.0518 -0.6983 0.0413
C: -0.9406 0.7898 3.9394
C: -1.2670 0.3555 2.5505
O: -0.2390 0.1663 1.7402
C: -2.5438 0.2877 2.0695
C: -2.8441 0.3085 0.6901
C: -4.2371 0.5941 0.2453
N: -1.8662 0.1925 -0.2016
N: -2.1943 0.5451 -1.4830
C: -1.1170 0.6380 -2.1954
O: 0.0298 0.2828 -1.5726
C: -1.0486 1.1043 -3.5692
C: -2.2309 1.2853 -4.2911
C: -2.1707 1.7352 -5.5966
C: -0.9396 2.0153 -6.1781
C: 0.2359 1.8447 -5.4576
C: 0.1873 1.3861 -4.1541
H: 0.0805 0.5357 4.2065
H: -1.6333 0.3481 4.6541
H: -1.0540 1.8745 4.0047
H: -3.3585 0.4377 2.7622
H: -4.9310 0.4988 1.0752
H: -4.5207 -0.0722 -0.5684
H: -4.2913 1.6105 -0.1503
H: -3.1832 1.0697 -3.8257
H: -3.0813 1.8712 -6.1633
H: -0.8959 2.3696 -7.1991
H: 1.1892 2.0674 -5.9164
H: 1.1006 1.2449 -3.5916
C: 0.3578 -2.3689 3.5550
C: -0.5518 -2.9124 2.5006
C: -1.2868 -4.0639 2.7039
C: -2.0110 -4.6276 1.6550
C: -1.9654 -4.0936 0.3811
C: -1.1856 -2.9592 0.2189
N: -0.5868 -2.3512 1.2714
N: -0.8732 -2.2122 -0.8930
Si: -0.6785 -3.0010 -2.5299
C: 0.6362 -2.0945 -3.4825
C: -0.1267 -4.7546 -2.1993
C: -2.3432 -2.8784 -3.3629
H: 1.0702 -3.1470 3.8320
H: -0.1952 -2.1032 4.4554
H: 0.9232 -1.5076 3.2112
H: -1.2593 -4.5454 3.6710
H: -2.5904 -5.5235 1.8367
H: -2.4914 -4.5395 -0.4484
H: 1.5227 -1.8552 -2.8944
H: 0.2704 -1.1925 -3.9679
H: 0.9546 -2.7745 -4.2776
H: 0.6298 -4.8084 -1.4135
H: 0.3428 -5.1254 -3.1142
H: -0.9325 -5.4454 -1.9574
H: -2.7377 -1.8629 -3.2793
H: -3.0819 -3.5652 -2.9475
H: -2.2472 -3.1049 -4.4272
Br: 0.7703 2.9916 0.2633
C: 2.1406 1.8121 0.7211
C: 3.3237 2.3375 1.2352
C: 4.3497 1.4801 1.5820
C: 4.1765 0.1100 1.3970
C: 2.9886 -0.3145 0.8592
N: 1.9718 0.5086 0.5254
C: 2.6840 -1.7522 0.5843
O: 3.2667 -2.6868 1.0279
O: 1.6124 -1.8405 -0.2372
H: 3.4170 3.4073 1.3515
H: 5.2729 1.8727 1.9862
H: 4.9335 -0.6198 1.6470

Summary:
- multiplicity = 1
- E_tot (eV) = -123862.4661
- total charge = +2
- Kohn-Sham gap (eV) = 6.13
- LUMO (eV) = -7.9
- HOMO energy (eV) = -14.0

***

(3)
Entry from the Open Molecules 2025 dataset: a single C27H30N2O5 molecule (ωB97M-V/def2-TZVPD).

Element x y z (Å)
C: -5.7768 -0.6072 -2.0654
C: -5.4475 0.3482 -0.9452
O: -6.2757 0.7480 -0.1600
N: -4.1199 0.7171 -0.8628
C: -3.0929 0.3035 -1.6972
C: -1.8881 0.7292 -1.2439
C: -0.5834 0.3703 -1.9044
C: 0.6023 1.0465 -1.2959
C: 1.5013 0.4052 -0.5484
C: 2.6865 1.1241 0.0042
O: 2.8693 2.3127 -0.1859
N: 3.5053 0.3462 0.7414
C: 4.7600 0.8223 1.2796
C: 5.9324 0.2699 0.5098
C: 6.0578 0.5607 -0.8438
C: 7.1129 0.0475 -1.5749
C: 8.0556 -0.7607 -0.9601
C: 7.9370 -1.0539 0.3872
C: 6.8770 -0.5440 1.1179
O: 1.4364 -0.9318 -0.2205
C: 0.1809 -1.5356 -0.4744
O: -0.7515 -1.1625 0.4881
C: -0.6630 -1.8383 1.7302
C: -1.4776 -3.1374 1.7557
C: -2.9764 -2.8996 1.9471
C: -3.6209 -2.1821 0.7612
O: -3.6401 -2.9573 -0.4202
C: -0.3532 -1.1497 -1.8518
C: -2.1390 1.4819 -0.0425
C: -1.3271 2.1554 0.8651
C: -1.9176 2.7757 1.9473
C: -3.2960 2.7409 2.1389
C: -4.1259 2.0825 1.2512
C: -3.5363 1.4568 0.1654
H: -6.8356 -0.8464 -2.0128
H: -5.1914 -1.5183 -1.9536
H: -5.5613 -0.1583 -3.0322
H: -3.2945 -0.2829 -2.5707
H: -0.6528 0.6715 -2.9580
H: 0.7544 2.0976 -1.4818
H: 3.3087 -0.6420 0.7773
H: 4.7311 1.9130 1.1918
H: 4.8301 0.5467 2.3365
H: 5.3231 1.1965 -1.3162
H: 7.2037 0.2806 -2.6257
H: 8.8818 -1.1594 -1.5301
H: 8.6703 -1.6826 0.8710
H: 6.7881 -0.7753 2.1704
H: 0.3922 -2.6167 -0.4309
H: -1.0501 -1.1347 2.4724
H: 0.3887 -2.0471 1.9615
H: -1.3182 -3.6737 0.8176
H: -1.1087 -3.7608 2.5725
H: -3.4741 -3.8627 2.1007
H: -3.1375 -2.2934 2.8399
H: -4.6448 -1.8816 1.0289
H: -3.0407 -1.2931 0.5191
H: -4.0692 -3.7985 -0.2231
H: 0.3898 -1.4414 -2.5961
H: -1.2795 -1.6937 -2.0269
H: -0.2588 2.1934 0.7294
H: -1.2986 3.3022 2.6591
H: -3.7262 3.2390 2.9951
H: -5.1929 2.0538 1.3945

Summary:
- multiplicity = 1
- E_tot (eV) = -41704.4136
- SMILES = CC(=O)n1cc([C@H]2C=C(C(=O)NCc3ccccc3)O[C@@H](OCCCCO)C2)c2ccccc21
- Kohn-Sham gap (eV) = 8.55
- LUMO (eV) = 0.5
- HOMO energy (eV) = -8.0

***

(4)
Entry from the Open Molecules 2025 dataset: a single C27H30N4O4 molecule at a distorted geometry (ωB97M-V/def2-TZVPD).

Element x y z (Å)
N: -4.9620 -2.7420 -0.9781
C: -4.5619 -1.4943 -0.6638
O: -4.2122 -0.7015 -1.5160
C: -4.6313 -1.1457 0.8172
C: -3.4160 -0.3128 1.2515
N: -3.4212 0.9418 0.5293
C: -3.1582 2.1335 1.0927
O: -3.0689 2.3111 2.2905
C: -2.9493 3.2345 0.0524
C: -1.7459 2.8780 -0.7774
C: -1.9141 2.4128 -2.0579
C: -0.8221 2.0225 -2.8445
C: 0.4459 2.0990 -2.3454
C: 0.6692 2.5641 -1.0332
C: 1.9731 2.6442 -0.4998
C: 2.1826 3.0582 0.7851
C: 1.0922 3.4183 1.5900
C: -0.1823 3.3754 1.0958
C: -0.4365 2.9498 -0.2273
C: -2.0902 -1.0047 1.0004
C: -0.9089 -0.2529 1.1111
C: 0.3145 -0.7845 0.8158
C: 0.4744 -2.1228 0.3894
N: 1.6614 -2.6633 0.0734
C: 2.9663 -2.0441 -0.0507
C: 3.0016 -0.9277 -1.1015
C: 4.4359 -0.4390 -1.2845
C: 5.0109 0.0447 0.0435
C: 4.9755 -1.0752 1.0792
C: 3.5442 -1.5631 1.2863
C: -0.7222 -2.8920 0.3238
N: -0.7571 -4.2429 -0.0722
O: -1.8422 -4.7981 -0.1637
O: 0.2960 -4.8336 -0.3225
C: -1.9657 -2.3166 0.6294
H: -4.9029 -3.0362 -1.9398
H: -5.1760 -3.4390 -0.2873
H: -5.5273 -0.5387 0.9691
H: -4.7171 -2.0410 1.4312
H: -3.4990 -0.0603 2.3175
H: -3.4713 0.8373 -0.4784
H: -3.8339 3.2966 -0.5827
H: -2.8181 4.1856 0.5683
H: -2.9068 2.3440 -2.4797
H: -0.9978 1.6610 -3.8466
H: 1.2956 1.8016 -2.9436
H: 2.8059 2.3756 -1.1350
H: 3.1840 3.1165 1.1879
H: 1.2667 3.7381 2.6068
H: -1.0042 3.6529 1.7361
H: -0.9654 0.7714 1.4441
H: 1.1792 -0.1537 0.9156
H: 1.6025 -3.6447 -0.1900
H: 3.6217 -2.8471 -0.4094
H: 2.6108 -1.3136 -2.0456
H: 2.3701 -0.0939 -0.7975
H: 4.4574 0.3693 -2.0179
H: 5.0532 -1.2534 -1.6710
H: 6.0380 0.3853 -0.0996
H: 4.4229 0.8902 0.4063
H: 5.3816 -0.7195 2.0277
H: 5.5994 -1.9047 0.7387
H: 3.5245 -2.3876 2.0017
H: 2.9471 -0.7506 1.6986
H: -2.8164 -2.9727 0.5567

Summary:
- multiplicity = 1
- E_tot (eV) = -42636.5611
- SMILES = NC(=O)C[C@H](NC(=O)Cc1cccc2ccccc12)c1ccc(NC2CCCCC2)c([N+](=O)[O-])c1
- Kohn-Sham gap (eV) = 7.73
- LUMO (eV) = -0.3
- HOMO energy (eV) = -8.0

***

(5)
Entry from the Open Molecules 2025 dataset: 6 unconnected molecules or ions with the total composition C27H30O18 (ωB97M-V/def2-TZVPD).

Element x y z (Å)
C: 2.0163 1.5062 1.4974
C: 1.7649 2.3747 0.2748
O: 0.5998 3.2141 0.4347
C: -0.5507 2.7086 -0.0908
C: -0.7859 2.8042 -1.4642
C: -1.9586 2.3008 -2.0057
C: -2.8898 1.6864 -1.1758
C: -2.6524 1.5954 0.1997
C: -1.4898 2.1172 0.7490
C: -3.6581 0.9004 1.0607
O: -3.8328 1.1914 2.2217
C: -4.4319 -0.1748 0.3745
C: -4.6493 -0.0807 -0.9373
C: -4.1404 1.0914 -1.7087
O: -4.7181 1.5206 -2.6860
H: 1.0943 1.2714 2.0267
H: 2.4671 0.5642 1.1824
H: 2.7364 1.9928 2.1535
H: 2.5944 3.0557 0.0941
H: 1.6511 1.7609 -0.6221
H: -0.0236 3.2641 -2.0787
H: -2.1354 2.3583 -3.0719
H: -1.3097 2.0649 1.8139
H: -4.7820 -1.0173 0.9555
H: -5.1901 -0.8449 -1.4801
O: 3.8613 -1.2761 1.1239
C: 3.4215 -2.1208 1.8344
O: 2.6485 -1.8862 2.9186
C: 2.1284 -3.1366 3.3871
C: 3.1390 -4.1266 2.8402
O: 3.6232 -3.4471 1.6745
H: 2.0638 -3.1282 4.4712
H: 1.1331 -3.2816 2.9642
H: 3.9754 -4.2870 3.5216
H: 2.7160 -5.0870 2.5649
O: -1.0381 -0.5241 -3.0573
C: -1.9569 -0.7450 -3.7800
O: -3.1328 -1.2821 -3.3815
C: -4.0773 -1.1715 -4.4596
C: -3.1722 -1.0447 -5.6668
O: -1.9954 -0.4544 -5.0933
H: -4.7343 -2.0369 -4.4747
H: -4.6658 -0.2653 -4.3093
H: -2.8889 -1.9972 -6.1182
H: -3.5796 -0.3809 -6.4224
O: 3.9063 -8.0471 3.7448
C: 4.8505 -7.7245 3.1023
O: 4.8657 -6.6862 2.2327
C: 6.2181 -6.4467 1.8263
C: 6.8621 -7.7993 2.0721
O: 6.0589 -8.3278 3.1340
H: 6.2407 -6.1280 0.7884
H: 6.6399 -5.6622 2.4564
H: 6.7806 -8.4622 1.2096
H: 7.8994 -7.7403 2.3885
O: -5.0590 1.4780 -6.0624
C: -4.6226 2.5028 -5.6438
O: -5.3642 3.4863 -5.1012
C: -4.4850 4.4172 -4.4610
C: -3.1845 4.1901 -5.2117
O: -3.3101 2.8224 -5.6176
H: -4.8786 5.4248 -4.5604
H: -4.4121 4.1529 -3.4049
H: -3.1024 4.8132 -6.1035
H: -2.2953 4.3128 -4.5996
O: 4.1537 2.7061 5.2381
C: 3.0765 3.1861 5.1132
O: 2.0855 3.1116 6.0335
C: 1.0280 3.9895 5.6366
C: 1.2503 4.1011 4.1399
O: 2.6621 3.8879 4.0315
H: 0.0675 3.5587 5.9051
H: 1.1540 4.9446 6.1497
H: 0.7340 3.3203 3.5795
H: 0.9851 5.0711 3.7291

Summary:
- multiplicity = 1
- E_tot (eV) = -65340.3308
- SMILES = CCOc1ccc2c(c1)C(=O)C=CC2=O.O=C1OCCO1.O=C1OCCO1.O=C1OCCO1.O=C1OCCO1.O=C1OCCO1
- Kohn-Sham gap (eV) = 8.47
- LUMO (eV) = -0.9
- HOMO energy (eV) = -9.4

***

(6)
Entry from the Open Molecules 2025 dataset: a molecular structure, C27H31B2F4N10O5S6Y (ωB97M-V/def2-TZVPD).

Element x y z (Å)
Y: -0.2016 1.8259 -0.8582
C: -1.2832 2.0952 3.8841
C: -0.6324 2.0368 2.5419
N: -1.2434 1.7702 1.4538
O: -2.5838 1.5885 1.5393
B: -3.2222 1.9059 0.2379
F: -2.4229 1.2172 -0.7755
F: -4.5090 1.5004 0.2537
O: -3.1384 3.3405 -0.1079
N: -1.8460 3.6822 -0.3360
C: -1.6081 4.9044 -0.6143
C: -2.6509 5.9611 -0.7464
C: -0.1630 5.2083 -0.7989
N: 0.5976 4.1856 -0.8728
O: 1.9344 4.4520 -0.8943
B: 2.6828 3.2623 -0.4570
F: 4.0064 3.4224 -0.6873
F: 2.1207 2.1345 -1.1888
O: 2.4713 2.9361 0.9803
N: 1.1953 2.5161 1.1727
C: 0.7966 2.4218 2.3816
C: 1.6403 2.7270 3.5742
C: 0.3698 6.6009 -0.8080
H: -2.3248 1.8012 3.8069
H: -1.2290 3.1068 4.2912
H: -0.7675 1.4339 4.5829
H: -3.6366 5.5069 -0.7491
H: -2.5001 6.5106 -1.6768
H: -2.5938 6.6745 0.0783
H: 2.6680 2.9021 3.2727
H: 1.6007 1.8988 4.2841
H: 1.2676 3.6144 4.0895
H: -0.4137 7.3358 -0.6488
H: 0.8608 6.7979 -1.7624
H: 1.1367 6.7021 -0.0392
S: 1.0564 0.5077 -3.4128
C: 1.8844 -0.9612 -2.8862
N: 2.5380 -1.6258 -3.7696
N: 3.1552 -2.7837 -3.4919
C: 2.5830 -3.8216 -2.6778
C: 3.4006 -4.5464 -1.8294
C: 2.8778 -5.6242 -1.1245
C: 1.5402 -5.9614 -1.2563
C: 0.7204 -5.2178 -2.0997
C: 1.2383 -4.1529 -2.8167
N: 1.8980 -1.3858 -1.5480
N: 1.3467 -0.7004 -0.6724
C: 1.5709 -1.3002 0.6197
C: 2.1067 -0.5227 1.6318
C: 2.3672 -1.0984 2.8685
C: 2.0867 -2.4394 3.0860
C: 1.5606 -3.2110 2.0561
C: 1.3052 -2.6481 0.8184
H: 3.5926 -3.1305 -4.3316
H: 4.4393 -4.2619 -1.7240
H: 3.5202 -6.1945 -0.4661
H: 1.1350 -6.8028 -0.7085
H: -0.3229 -5.4837 -2.2170
H: 0.6065 -3.5779 -3.4834
H: 2.3811 0.5001 1.4291
H: 2.8163 -0.5022 3.6530
H: 2.2951 -2.8873 4.0494
H: 1.3583 -4.2642 2.2106
H: 0.8866 -3.2316 0.0110
O: -4.1838 0.5183 -6.9979
C: -3.4532 0.6969 -6.0651
S: -2.7413 -0.6067 -5.1006
C: -1.8881 0.4455 -3.9881
C: -1.9717 1.7871 -4.1529
S: -1.0955 2.9925 -3.2948
S: -2.9974 2.3095 -5.4669
S: -0.8318 -0.2515 -2.8082
C: -1.7130 -5.3721 1.6688
N: -1.7718 -4.2338 0.7815
C: -1.8645 -2.9386 1.1638
S: -2.0615 -1.7331 0.0140
N: -1.7617 -2.7113 2.4844
C: -1.8320 -1.4038 3.1067
H: -1.6758 -6.2774 1.0684
H: -2.5935 -5.4342 2.3156
H: -0.8154 -5.3519 2.2943
H: -1.8869 -4.3768 -0.2064
H: -1.6357 -3.5005 3.0947
H: -1.8334 -0.6507 2.3232
H: -0.9663 -1.2607 3.7560
H: -2.7491 -1.2969 3.6884

Summary:
- multiplicity = 1
- E_tot (eV) = -131927.2702
- Kohn-Sham gap (eV) = 6.32
- LUMO (eV) = -1.0
- HOMO energy (eV) = -7.3

***

(7)
Entry from the Open Molecules 2025 dataset: 2 unconnected molecules or ions with the total composition C27H31BClF3O2 at a distorted geometry (ωB97M-V/def2-TZVPD).

Element x y z (Å)
C: 0.6141 0.2560 3.5027
C: 1.3065 -1.0263 3.1045
C: 2.4922 -1.2736 4.0415
C: 0.3326 -2.2683 2.8264
C: 0.8776 -3.5447 3.4508
C: -1.1389 -2.0384 3.1080
O: 0.4299 -2.4992 1.3914
B: 1.6131 -1.8634 1.0750
C: -1.6183 2.0775 -0.9835
C: -2.3635 1.4917 -2.0150
C: -2.2312 1.9516 -3.3051
C: -1.2736 2.9028 -3.5845
C: -1.0382 3.2101 -5.0288
F: -0.6232 4.4829 -5.2759
F: -0.0422 2.3546 -5.4677
F: -2.1434 2.9774 -5.8078
C: -0.4511 3.4391 -2.6076
C: -0.6663 3.0783 -1.2797
C: -1.8772 1.6830 0.4104
C: -1.3840 2.4401 1.6133
C: -2.7208 2.8151 1.1171
O: 1.9394 -0.7820 1.8530
H: 0.1769 0.1378 4.5087
H: 1.3819 1.0464 3.5353
H: -0.1496 0.5393 2.7615
H: 2.1581 -1.5945 5.0366
H: 3.1977 -2.0016 3.6038
H: 3.0153 -0.3104 4.1200
H: 0.8167 -3.5012 4.5468
H: 0.2993 -4.4083 3.1042
H: 1.9233 -3.7016 3.1414
H: -1.2997 -1.7851 4.1616
H: -1.5213 -1.2320 2.4628
H: -1.7200 -2.9484 2.9026
H: -3.0157 0.6233 -1.8287
H: -2.8715 1.5721 -4.0973
H: 0.2966 4.1774 -2.8730
H: -0.0681 3.5119 -0.4744
H: -2.2273 0.6522 0.6226
H: -1.3857 1.8940 2.5500
H: -0.5223 3.0971 1.4633
H: -2.8462 3.7900 0.6115
H: -3.5855 2.5744 1.7388
Cl: -2.1274 -2.7115 -4.9486
C: -1.3759 -1.9747 -3.5991
C: -0.4041 -0.9893 -3.8137
C: 0.1235 -0.3034 -2.7335
C: -0.2856 -0.6137 -1.3938
C: 0.0342 0.2437 -0.2561
C: 2.6480 -2.2317 0.0321
C: 3.3917 -0.9533 -0.4047
C: 2.6868 0.3713 -0.4284
C: 1.3425 0.7720 -0.3286
C: -1.2711 -1.6035 -1.1976
C: -1.7623 -2.3080 -2.2889
H: -0.0651 -0.7611 -4.8233
H: 0.7669 0.5700 -2.8870
H: 3.3696 -2.8988 0.5792
H: 2.1852 -2.8853 -0.7287
H: 4.2350 -0.8463 0.2969
H: 3.8728 -1.0740 -1.3831
H: 3.3626 1.2242 -0.5860
H: 1.2811 1.8576 -0.5217
H: -1.6110 -1.7783 -0.1743
H: -2.4838 -3.1030 -2.1476

Summary:
- multiplicity = 1
- E_tot (eV) = -53945.7978
- Kohn-Sham gap (eV) = 6.22
- LUMO (eV) = -1.0
- HOMO energy (eV) = -7.2